This record from the OMol25 dataset describes a cluster of 2 separate species, C32H33N3O4 in total in a non-equilibrium geometry. The level of theory is the ωB97M-V functional and the def2-TZVPD basis.

Its LUMO energy is -2.3 eV. The multiplicity is 1. As for the net charge: 0. The calculation puts the energy relative to the best compared isomer or geometry (same formula, charge and spin) at 15.54 kcal per mole. The total energy is -46375.6024 eV.

Each atom is followed by the atoms it is bonded to, with distances in Å.
Positions of all 72 atoms, in Å:
1 C 5.546 0.038 1.508  N2 1.452, H25 1.092, H26 1.098, H27 1.100
2 N 4.117 -0.223 1.491  C1 1.452, C3 1.358, C24 1.404
3 C 3.187 0.677 1.077  N2 1.358, C4 1.418, H28 1.084
4 C 1.887 0.166 1.320  C3 1.418, C5 1.394, C19 1.470
5 C 0.695 0.871 1.166  C4 1.394, C6 1.430, H29 1.092
6 C -0.623 0.318 1.211  C5 1.430, C7 1.421, C18 1.422
7 C -0.941 -0.975 0.717  C6 1.421, C8 1.386, H30 1.093
8 C -2.194 -1.543 0.889  C7 1.386, C9 1.426, C13 1.494
9 C -3.228 -0.806 1.538  C8 1.426, N10 1.363, C17 1.427
10 N -4.447 -1.371 1.766  C9 1.363, C11 1.447, C14 1.447
11 C -4.802 -2.664 1.221  N10 1.447, C12 1.519, H31 1.096, H32 1.104
12 C -3.607 -3.601 1.180  C11 1.519, C13 1.525, H33 1.097, H34 1.092
13 C -2.427 -2.955 0.460  C8 1.494, C12 1.525, H35 1.101, H36 1.098
14 C -5.543 -0.607 2.322  N10 1.447, C15 1.519, H37 1.104, H38 1.095
15 C -5.054 0.402 3.346  C14 1.519, C16 1.524, H39 1.092, H40 1.096
16 C -3.964 1.291 2.762  C15 1.524, C17 1.495, H41 1.101, H42 1.097
17 C -2.941 0.515 1.996  C9 1.427, C16 1.495, C18 1.382
18 C -1.692 1.064 1.777  C6 1.422, C17 1.382, H43 1.094
19 C 2.085 -1.167 1.906  C4 1.470, C20 1.388, C24 1.417
20 C 1.245 -2.074 2.537  C19 1.388, C21 1.403, H44 1.086
21 C 1.785 -3.230 3.121  C20 1.403, C22 1.405, H45 1.092
22 C 3.175 -3.428 3.169  C21 1.405, C23 1.407, H46 1.091
23 C 4.051 -2.480 2.609  C22 1.407, C24 1.391, H47 1.089
24 C 3.485 -1.378 1.977  N2 1.404, C19 1.417, C23 1.391
25 H 6.058 -0.828 1.934  C1 1.092
26 H 5.921 0.225 0.493  C1 1.098
27 H 5.770 0.929 2.112  C1 1.100
28 H 3.461 1.644 0.671  C3 1.084
29 H 0.770 1.960 1.146  C5 1.092
30 H -0.161 -1.565 0.229  C7 1.093
31 H -5.591 -3.080 1.857  C11 1.096
32 H -5.220 -2.560 0.205  C11 1.104
33 H -3.312 -3.856 2.205  C12 1.097
34 H -3.891 -4.527 0.675  C12 1.092
35 H -2.596 -2.982 -0.627  C13 1.101
36 H -1.523 -3.549 0.649  C13 1.098
37 H -6.099 -0.082 1.527  C14 1.104
38 H -6.234 -1.319 2.788  C14 1.095
39 H -5.893 1.013 3.687  C15 1.092
40 H -4.650 -0.132 4.214  C15 1.096
41 H -4.413 2.061 2.116  C16 1.101
42 H -3.462 1.826 3.578  C16 1.097
43 H -1.488 2.081 2.125  C18 1.094
44 H 0.178 -1.872 2.578  C20 1.086
45 H 1.108 -3.973 3.548  C21 1.092
46 H 3.568 -4.323 3.652  C22 1.091
47 H 5.134 -2.590 2.654  C23 1.089
48 C -3.690 1.725 -2.469  C49 1.505, H63 1.094, H64 1.095, H65 1.097
49 C -2.377 2.276 -2.956  C48 1.505, O50 1.436, H66 1.103, H67 1.098
50 O -1.314 1.364 -2.639  C49 1.436, C51 1.369
51 C -0.118 1.959 -2.940  O50 1.369, C52 1.436, O62 1.242
52 C 1.002 1.060 -2.946  C51 1.436, C53 1.396, H68 1.080
53 C 2.251 1.454 -3.430  C52 1.396, C54 1.448, C61 1.448
54 C 2.600 2.833 -3.701  C53 1.448, C55 1.377, H69 1.086
55 C 3.850 3.200 -4.145  C54 1.377, C56 1.412, H70 1.088
56 C 4.841 2.216 -4.350  C55 1.412, N57 1.421, C60 1.417
57 N 6.157 2.612 -4.709  C56 1.421, O58 1.253, O59 1.253
58 O 7.059 1.742 -4.727  N57 1.253
59 O 6.364 3.817 -4.986  N57 1.253
60 C 4.535 0.848 -4.145  C56 1.417, C61 1.380, H71 1.089
61 C 3.286 0.476 -3.691  C53 1.448, C60 1.380, H72 1.094
62 O -0.093 3.176 -3.189  C51 1.242
63 H -4.489 2.311 -2.932  C48 1.094
64 H -3.829 0.671 -2.730  C48 1.095
65 H -3.773 1.851 -1.383  C48 1.097
66 H -2.408 2.427 -4.048  C49 1.103
67 H -2.194 3.248 -2.479  C49 1.098
68 H 0.817 0.024 -2.705  C52 1.080
69 H 1.837 3.593 -3.562  C54 1.086
70 H 4.095 4.243 -4.334  C55 1.088
71 H 5.314 0.114 -4.351  C60 1.089
72 H 3.048 -0.581 -3.538  C61 1.094

Löwdin population analysis, charges in e, atoms 1 to 2: 0.01, -0.06

***

This record from the OMol25 dataset describes an isolated molecule of C4H6O2 in a non-equilibrium geometry. The level of theory is the ωB97M-V functional and the def2-TZVPD basis.

Its LUMO energy is 0.8 eV. The multiplicity is 1. As for the net charge: 0. As for the SMILES: O=C[C@@H]1C[C@@H]1O. The calculation puts the energy relative to the best compared isomer or geometry (same formula, charge and spin) at 45.63 kcal per mole. The total energy is -8338.4826 eV.

Each atom is followed by the atoms it is bonded to, with distances in Å.
Positions of all 12 atoms, in Å:
1 O 0.855 -2.350 0.885  C2 1.213
2 C 0.299 -1.493 0.230  O1 1.213, C3 1.500, H7 1.112
3 C -0.202 -0.206 0.816  C2 1.500, C4 1.517, C5 1.506, H8 1.092
4 C -1.076 0.624 -0.105  C3 1.517, C5 1.511, H9 1.096, H10 1.089
5 C 0.398 0.931 0.031  C3 1.506, C4 1.511, O6 1.404, H11 1.095
6 O 1.306 0.395 -0.896  C5 1.404, H12 0.963
7 H 0.093 -1.660 -0.850  C2 1.112
8 H -0.330 -0.216 1.900  C3 1.092
9 H -1.839 1.294 0.306  C4 1.096
10 H -1.384 0.144 -1.033  C4 1.089
11 H 0.742 1.851 0.515  C5 1.095
12 H 1.137 0.686 -1.798  O6 0.963

natural (NBO) population analysis, charges in e, atoms 1 to 2: -0.53, 0.46

***

This record from the OMol25 dataset describes a cluster of 2 separate species, C3H6Cl2O2 in total in a non-equilibrium geometry. The level of theory is the ωB97M-V functional and the def2-TZVPD basis.

Its LUMO energy (spin up / spin down) is 0.0 / 0.3 eV. The multiplicity is 1. As for the net charge: 0. The calculation puts the energy relative to the best compared isomer or geometry (same formula, charge and spin) at 96.32 kcal per mole. The total energy is -32344.5386 eV.

Each atom is followed by the atoms it is bonded to, with distances in Å.
Positions of all 13 atoms, in Å:
1 C 1.328 0.725 0.768  C3 1.495, H8 1.114, H9 1.211, H10 1.137
2 C -1.814 -0.381 -0.571  O4 1.304, Cl6 1.861, H11 1.086
3 C 0.769 -0.391 -0.055  C1 1.495, O5 1.393, Cl7 1.721
4 O -1.981 -1.646 -0.842  C2 1.304, H12 0.981
5 O 1.190 -0.312 -1.381  C3 1.393, H13 0.965
6 Cl -2.907 0.343 0.750  C2 1.861
7 Cl 0.727 -1.923 0.728  C3 1.721
8 H 2.437 0.663 0.861  C1 1.114
9 H 0.949 0.725 1.918  C1 1.211
10 H 1.267 1.747 0.274  C1 1.137
11 H -1.860 0.136 -1.525  C2 1.086
12 H -1.778 -2.273 -0.115  O4 0.981
13 H 2.050 -0.745 -1.433  O5 0.965

natural (NBO) population analysis, charges in e, atoms 1 to 2: -0.71, 0.17